(1)
{
  "formula": "C6H8I2N",
  "method": "wB97M-V/def2-TZVPD",
  "symbols": ["C", "C", "C", "C", "C", "C", "N", "I", "I", "H", "H", "H", "H", "H", "H", "H", "H"],
  "positions_angstrom": [[0.7787, -2.0521, 0.1397], [-0.5779, -1.7713, -0.2188], [1.6586, -1.0550, 0.2370], [-1.1069, -0.5463, -0.0280], [1.2656, 0.4003, 0.0308], [-0.2596, 0.6276, 0.4631], [-0.9765, 1.8533, -0.0308], [1.5304, 0.8212, -2.1489], [-0.2632, 0.7152, 2.6762], [1.0621, -3.0021, 0.3268], [-1.0953, -2.5728, -0.5410], [2.7289, -1.3794, 0.3467], [-2.0578, -0.3205, -0.1896], [1.8767, 1.0955, 0.4271], [-0.5360, 2.6448, 0.3250], [-1.9333, 1.7999, 0.1236], [-0.7030, 1.9568, -1.1095]],
  "forces_ev_per_angstrom": [[-0.4, 3.4, -0.3], [0.9, 3.0, 1.6], [1.2, 0.1, 0.1], [4.7, -0.7, 0.7], [-3.2, -2.4, -1.7], [0.5, -2.4, -0.2], [4.1, -1.3, -3.9], [-0.4, 0.1, 0.5], [0.0, 0.1, -0.6], [1.0, -3.0, 0.3], [-2.2, -2.3, -1.1], [-1.0, 1.1, 0.1], [-4.2, 0.6, -0.8], [2.1, 2.1, 1.6], [0.4, 2.1, 1.4], [-2.3, 0.1, 0.4], [-1.0, -0.6, 1.9]],
  "nbo_charge": [-0.20, -0.12, -0.19, -0.27, -0.32, 0.00, -0.72, 0.11, 0.20, 0.23, 0.23, 0.26, 0.20, 0.23, 0.44, 0.44, 0.46],
  "e_homo_ev": -12.71,
  "relative_energy_ev": 0.0000,
  "orbital_gap_ev": 8.14,
  "total_energy_ha": -883.250534,
  "spin_multiplicity": 1,
  "total_charge": 1,
  "e_lumo_ev": -4.6
}

(2)
{
  "formula": "C6H8IrOP",
  "method": "wB97M-V/def2-TZVPD",
  "symbols": ["C", "C", "C", "C", "C", "Ir", "P", "H", "H", "H", "H", "H", "H", "H", "H", "O", "C"],
  "positions_angstrom": [[1.5389, 0.0785, -0.9314], [1.8864, 1.1797, -0.0746], [0.9660, 2.2115, -0.3882], [0.5672, 2.0275, -1.7408], [0.6684, 0.6217, -1.9771], [-2.2659, -1.5949, 0.1766], [-0.7771, -2.4308, 1.5056], [1.8433, -0.9611, -0.8294], [2.6498, 1.1839, 0.7344], [0.9184, 3.1691, 0.1475], [0.2254, 0.0355, -2.7573], [0.0603, 2.7636, -2.3593], [-0.9524, -2.1908, 2.9102], [0.6497, -2.3456, 1.4184], [-0.8794, -3.8624, 1.4771], [-3.8718, 0.4387, 1.6555], [-3.2273, -0.3240, 1.0327]],
  "forces_ev_per_angstrom": [[-0.5, 0.9, -0.7], [-0.6, -1.1, 0.6], [2.0, 1.8, -0.6], [-1.4, -1.1, 0.7], [1.4, -0.1, 1.1], [0.2, -0.6, -3.7], [1.2, -1.4, 2.2], [0.0, 0.3, -0.1], [-0.8, 0.0, -0.7], [-0.3, -0.6, -0.1], [-0.1, 0.0, -0.3], [0.2, -0.2, 0.1], [0.5, -0.3, -0.4], [-0.5, 0.1, 0.0], [0.1, 0.6, 0.2], [1.8, -1.8, -2.0], [-3.1, 3.4, 3.8]],
  "mulliken_spin": [0.39, 0.39, 0.35, 0.38, 0.41, 2.42, 0.21, 0.03, 0.02, 0.03, -0.01, 0.02, 0.02, 0.01, 0.01, 0.07, 0.24],
  "e_homo_ev": [-8.83, -13.11],
  "s2": 8.76,
  "orbital_gap_ev": [5.08, 5.51],
  "total_energy_ha": -753.789419,
  "spin_multiplicity": 6,
  "total_charge": 1,
  "e_lumo_ev": [-3.8, -7.6]
}

(3)
{
  "formula": "C6H8N",
  "method": "wB97M-V/def2-TZVPD",
  "symbols": ["C", "C", "C", "C", "C", "C", "N", "H", "H", "H", "H", "H", "H", "H", "H"],
  "positions_angstrom": [[-2.4386, 0.1918, 0.3326], [-1.7799, -0.9143, 0.5281], [-1.6811, 1.2036, -0.5685], [-0.3453, 0.8854, -0.8641], [1.2030, -0.9639, 0.1041], [2.4216, -0.2679, 0.3297], [0.1202, -0.3274, -0.2486], [-3.4514, 0.4065, 0.3486], [-1.2994, -1.8071, 0.6531], [-2.1926, 2.1886, -0.6681], [0.0815, 1.4562, -1.6410], [1.1172, -1.8776, 0.6494], [2.1409, 0.7649, 0.3560], [3.1317, -0.2764, -0.5623], [2.9723, -0.6625, 1.2509]],
  "forces_ev_per_angstrom": [[3.1, -0.4, -2.3], [1.3, 3.3, -1.3], [2.1, -0.8, 1.5], [-3.1, -0.8, 2.0], [-2.7, 2.1, 0.5], [3.5, 0.4, -0.8], [-2.6, -0.9, -0.4], [-1.9, 0.0, 0.9], [0.0, -2.3, 0.9], [0.7, -1.0, -0.6], [1.4, 0.4, -0.5], [-0.7, -1.0, -0.3], [0.3, 0.8, 0.6], [-0.6, -0.5, 1.1], [-0.8, 0.7, -1.4]],
  "nbo_charge": [-0.29, 0.22, -0.15, -0.03, 0.26, -0.72, -0.38, 0.29, 0.24, 0.27, 0.25, 0.22, 0.25, 0.29, 0.28],
  "e_homo_ev": -13.86,
  "relative_energy_ev": 5.8734,
  "orbital_gap_ev": 8.43,
  "total_energy_ha": -287.740395,
  "spin_multiplicity": 1,
  "total_charge": 1,
  "e_lumo_ev": -5.4
}

(4)
{
  "formula": "C6H8N",
  "method": "wB97M-V/def2-TZVPD",
  "symbols": ["C", "C", "C", "C", "C", "C", "N", "H", "H", "H", "H", "H", "H", "H", "H"],
  "positions_angstrom": [[3.2748, 0.6123, 1.6552], [3.4413, -0.1902, 0.5470], [-3.1727, -0.0219, -1.3426], [-1.9307, -0.4336, -1.1380], [-0.0607, -0.2372, 0.3747], [-1.2681, 0.2290, -0.0317], [2.4207, 0.7381, 0.6139], [3.5316, 1.2424, 2.4802], [3.8301, -0.9509, -0.1628], [-3.7586, -0.3131, -2.2165], [-3.5650, 0.7804, -0.6682], [-1.6779, -1.3462, -1.6404], [0.4712, -0.0748, 1.2746], [0.3149, -1.0285, -0.1901], [-1.8508, 0.9943, 0.4448]],
  "forces_ev_per_angstrom": [[0.0, -0.6, -3.1], [-1.6, 1.6, 1.3], [-1.0, 1.5, -0.3], [-1.5, 0.4, 0.5], [-1.9, 0.7, -0.1], [2.1, -1.6, 0.4], [2.0, -1.1, 0.1], [0.1, -0.2, 0.8], [-0.2, 0.6, 0.7], [-0.1, -0.3, 0.6], [0.1, -0.7, -1.0], [1.2, 0.0, -0.2], [-0.1, 0.7, 0.9], [0.7, -1.3, -0.9], [0.1, 0.3, 0.3]],
  "mulliken_charge": [0.10, 0.17, -0.74, 0.08, -0.86, 0.05, -0.16, 0.39, 0.39, 0.29, 0.18, 0.30, 0.34, 0.20, 0.28],
  "e_homo_ev": [-11.76, -11.76],
  "relative_energy_ev": 7.4723,
  "orbital_gap_ev": [5.23, 5.23],
  "total_energy_ha": -287.681637,
  "spin_multiplicity": 1,
  "total_charge": 1,
  "e_lumo_ev": [-6.5, -6.5]
}

(5)
{
  "formula": "C6H8N",
  "method": "wB97M-V/def2-TZVPD",
  "symbols": ["C", "C", "C", "C", "C", "C", "N", "H", "H", "H", "H", "H", "H", "H", "H"],
  "positions_angstrom": [[-1.2381, -0.8793, 0.0389], [-1.5677, 0.4341, 0.0130], [-0.6554, -1.9874, 0.0092], [-1.5450, 1.6716, -0.0513], [1.3492, -1.4731, -0.4262], [-1.6205, 3.1002, -0.0928], [2.1110, -1.9456, 0.5678], [-1.1717, -2.8924, 0.1521], [1.4041, -1.9765, -1.3816], [1.0391, -0.3925, -0.4761], [-2.0127, 3.5245, -0.9346], [-0.6676, 3.4293, 0.0196], [-2.1842, 3.4692, 0.6641], [2.0856, -1.4575, 1.3633], [2.4770, -2.9794, 0.5656]],
  "forces_ev_per_angstrom": [[0.8, 0.0, -0.1], [0.5, 2.3, -0.1], [-1.1, 1.9, -0.2], [-0.9, -3.1, 0.0], [-0.2, 0.2, 0.5], [0.1, -2.3, -0.3], [0.1, -3.8, -4.6], [0.3, -1.6, 0.1], [-0.1, -0.1, 0.0], [0.9, -1.3, 0.3], [-1.0, 0.6, -2.7], [3.0, 1.3, 0.4], [-1.7, 0.9, 2.8], [0.3, 1.9, 3.9], [-1.0, 3.0, 0.0]],
  "nbo_charge": [0.18, -0.23, -0.32, 0.32, 0.04, -0.71, -0.69, 0.28, 0.24, 0.24, 0.27, 0.26, 0.27, 0.40, 0.44],
  "e_homo_ev": -13.72,
  "relative_energy_ev": 6.2078,
  "orbital_gap_ev": 8.43,
  "total_energy_ha": -287.728106,
  "spin_multiplicity": 1,
  "total_charge": 1,
  "e_lumo_ev": -5.3
}

(6)
{
  "formula": "C6H8N",
  "method": "wB97M-V/def2-TZVPD",
  "symbols": ["C", "C", "C", "C", "C", "C", "N", "H", "H", "H", "H", "H", "H", "H", "H"],
  "positions_angstrom": [[-0.5253, -1.7597, -0.2234], [0.7077, -1.9779, -0.0815], [-0.0959, 0.2507, 0.3197], [-1.2809, -0.5149, -0.0568], [-2.7406, -0.2561, -0.0547], [2.3813, -0.0797, -0.2392], [1.1345, -0.6403, 0.4052], [0.0650, 1.1861, 0.7291], [-3.4828, -0.9006, 0.5444], [-3.0429, -0.4025, -1.0669], [-2.8820, 0.7488, 0.2962], [2.8329, 0.6087, 0.3240], [3.0522, -0.9502, -0.4610], [2.1579, 0.1086, -1.2955], [1.2629, -0.9385, 1.4362]],
  "forces_ev_per_angstrom": [[1.3, 0.3, 0.4], [-2.0, 0.2, -1.0], [-2.7, -3.5, -0.9], [4.0, 0.1, 1.9], [-0.5, -0.4, 0.8], [-1.0, -5.0, -3.3], [-0.7, -0.8, 1.1], [-0.3, 2.0, 0.5], [1.9, 0.4, -0.5], [-0.6, 0.4, -0.9], [-0.3, 0.6, -0.2], [1.4, 3.0, 2.0], [-0.3, 0.6, 1.1], [-0.5, 1.0, 0.5], [0.1, 1.2, -1.5]],
  "nbo_charge": [0.24, -0.03, -0.03, 0.01, -0.67, -0.40, -0.40, 0.23, 0.29, 0.26, 0.26, 0.23, 0.26, 0.25, 0.49],
  "e_homo_ev": [-14.30, -14.29],
  "relative_energy_ev": 8.3546,
  "orbital_gap_ev": [7.73, 7.67],
  "total_energy_ha": -287.649212,
  "spin_multiplicity": 1,
  "total_charge": 1,
  "e_lumo_ev": [-6.6, -6.6]
}

(7)
{
  "formula": "C6H8N",
  "method": "wB97M-V/def2-TZVPD",
  "symbols": ["C", "C", "C", "C", "C", "C", "N", "H", "H", "H", "H", "H", "H", "H", "H"],
  "positions_angstrom": [[0.0919, -2.6086, 0.0096], [-0.2373, -1.4663, 0.0814], [-1.5133, 0.5087, 0.1247], [-2.6449, 1.0892, -0.2025], [1.6775, 0.3971, -0.5321], [0.8046, 0.4494, 0.7221], [-0.4193, -0.1587, 0.2587], [-3.0009, 1.3807, -1.2200], [0.7326, -3.5017, -0.0275], [-3.3351, 1.4112, 0.4528], [1.8961, -0.6671, -0.7944], [1.2959, 1.1669, -1.2931], [2.6974, 0.6366, -0.2776], [0.8144, 1.4754, 1.0953], [1.1404, -0.1127, 1.6025]],
  "forces_ev_per_angstrom": [[1.5, -0.8, 0.0], [-0.9, -2.0, -0.2], [-0.7, -0.4, -1.2], [3.1, -1.1, -2.3], [1.2, 0.0, 0.1], [2.7, 1.0, -0.1], [-3.4, 2.8, 1.0], [1.2, -0.4, 0.4], [-1.2, 0.5, -0.1], [-2.2, 0.6, 2.9], [-1.0, 0.9, -0.7], [0.6, -1.7, 0.8], [0.3, 0.9, 0.2], [-1.2, 0.1, -0.3], [0.1, -0.3, -0.6]],
  "nbo_charge": [-0.07, 0.08, 0.51, -0.39, -0.65, -0.24, -0.34, 0.31, 0.28, 0.27, 0.24, 0.24, 0.25, 0.26, 0.25],
  "e_homo_ev": -14.99,
  "relative_energy_ev": 6.2622,
  "orbital_gap_ev": 9.64,
  "total_energy_ha": -287.726107,
  "spin_multiplicity": 1,
  "total_charge": 1,
  "e_lumo_ev": -5.3
}

(8)
{
  "formula": "C6H8N",
  "method": "wB97M-V/def2-TZVPD",
  "symbols": ["C", "C", "C", "C", "C", "C", "N", "H", "H", "H", "H", "H", "H", "H", "H"],
  "positions_angstrom": [[-2.3654, 0.5537, 0.1652], [-1.1719, 1.0714, -0.5556], [-0.9981, -1.7894, -0.4518], [-0.0002, -1.0861, 0.1026], [0.0483, 0.2717, 0.0358], [1.2437, 0.9284, 0.5614], [-3.2293, 0.1305, 0.7876], [-1.0670, 0.7980, -1.6248], [-1.2119, 2.1452, -0.3842], [-1.6222, -1.3765, -1.1916], [-0.9967, -2.8810, -0.2531], [0.7137, -1.6009, 0.7739], [1.4084, 1.9938, -0.0687], [2.1380, 0.3759, 0.6859], [0.9873, 1.4835, 1.4156]],
  "forces_ev_per_angstrom": [[0.3, 0.2, -0.9], [0.7, -1.5, 1.2], [1.0, -2.2, 0.2], [0.4, -1.7, 1.3], [0.3, 2.7, 0.0], [-0.8, 3.6, -3.3], [-0.1, 0.0, 0.0], [-0.8, 0.5, 0.3], [0.8, 0.1, -0.3], [-1.0, 0.2, -0.6], [-0.5, 0.8, -0.3], [-0.3, 0.4, -0.6], [-0.1, -2.9, 1.0], [0.6, -0.7, 0.0], [-0.6, 0.5, 1.9]],
  "nbo_charge": [0.23, -0.58, 0.02, -0.40, 0.46, -0.72, -0.22, 0.30, 0.30, 0.21, 0.25, 0.27, 0.30, 0.27, 0.31],
  "e_homo_ev": -16.08,
  "relative_energy_ev": 4.3952,
  "orbital_gap_ev": 8.92,
  "total_energy_ha": -287.794717,
  "spin_multiplicity": 1,
  "total_charge": 1,
  "e_lumo_ev": -7.2
}